# 1
Molecular formula: C39H111N5O22
Method: DFT, ωB97M-V with the def2-TZVPD basis set

HOMO level   -0.33382 Ha
LUMO   0.35 eV

Positions of all 177 atoms, in Å:
C -5.9148 -2.8261 2.7559
C -5.1701 -1.6835 3.4362
C -4.6827 -2.1357 4.8120
O -4.0603 -1.2183 2.6053
H -6.0322 -2.4622 1.7282
H -6.8276 -2.9883 3.2825
H -5.3014 -3.6971 2.8087
H -5.8454 -0.8177 3.6208
H -4.0125 -1.4183 5.2008
H -4.0106 -2.9985 4.5700
H -5.4854 -2.5600 5.4132
H -3.2066 -1.6294 2.7922
C -0.3501 -1.9523 -3.0610
C -1.3234 -2.7830 -3.7298
O -2.1461 -3.4402 -2.7557
O 0.5638 -2.7829 -2.3736
H -0.7910 -1.2834 -2.3355
H 0.2370 -1.3195 -3.7914
H -0.9093 -3.5925 -4.3112
H -2.0121 -2.2282 -4.3422
H -1.4990 -3.8245 -2.1195
H 0.6747 -2.4736 -1.4852
C 0.7367 2.3999 -4.7405
C 0.6169 3.2247 -3.5542
O -0.7372 3.2202 -2.9937
O 0.3116 1.0513 -4.5410
H 1.8040 2.3259 -4.9206
H 0.2582 2.8233 -5.6269
H 0.8343 4.2549 -3.7825
H 1.2579 2.8377 -2.7278
H -1.1595 2.3866 -3.2306
H -0.6611 1.0313 -4.5500
C -0.7670 5.5334 0.7680
C -1.6339 5.9934 -0.4712
O -2.1189 4.8229 -1.0759
O 0.2529 4.7114 0.4090
H -1.3662 5.0567 1.5540
H -0.4020 6.4674 1.2227
H -0.9326 6.4926 -1.1569
H -2.4622 6.6163 -0.1422
H -1.6430 4.6093 -1.8895
H -0.1850 3.8052 0.2571
C -3.6652 1.5109 -5.5050
C -3.4223 1.9763 -4.0669
O -2.3686 1.1961 -3.5019
O -2.4955 1.2060 -6.2171
H -4.2139 2.3151 -6.0029
H -4.2734 0.5855 -5.5350
H -4.4426 1.8829 -3.6161
H -3.1112 3.0287 -4.0853
H -2.7673 0.5878 -2.8205
H -2.3142 0.2744 -6.2586
C 4.4348 3.9225 -2.6602
C 3.4073 4.6891 -1.9169
O 2.6814 3.7825 -1.0945
O 3.8717 3.0849 -3.5783
H 5.0716 3.4950 -1.9117
H 5.0542 4.6405 -3.1887
H 2.7621 5.1511 -2.6314
H 3.8803 5.4388 -1.3153
H 2.0246 4.2397 -0.5298
H 3.6237 2.1618 -3.1802
C 4.4873 1.3750 5.7481
C 4.5119 1.1068 4.2663
O 3.5355 1.9190 3.6642
O 4.9053 0.3194 6.5501
H 3.4309 1.5543 5.9230
H 4.9950 2.3221 6.0335
H 4.2129 0.0526 4.2090
H 5.5712 1.1794 3.9344
H 3.7738 2.1253 2.7272
H 5.8764 0.3278 6.6035
C -4.5749 3.4587 0.9669
C -4.8970 2.0998 1.4977
O -3.7349 1.2984 1.4957
O -4.3616 3.5411 -0.4176
H -3.6365 3.7558 1.5027
H -5.3023 4.1947 1.3287
H -5.7025 1.5343 0.9785
H -5.3023 2.2305 2.4783
H -3.8399 0.4319 1.9773
H -3.6584 4.1354 -0.6722
C -1.7028 -3.5060 1.9948
C -0.3284 -3.7908 1.4966
O 0.0392 -2.8911 0.4438
O -1.8012 -2.3939 2.8889
H -2.1056 -4.4097 2.5045
H -2.4180 -3.3163 1.1576
H -0.2481 -4.7852 1.0526
H 0.4261 -3.7563 2.2412
H 0.3026 -2.0491 0.8909
H -1.3398 -2.6690 3.6846
C 5.5240 -0.3944 -4.0075
C 4.0380 -0.3297 -4.3247
C 3.3706 -1.6981 -4.6137
O 4.2046 -2.4865 -5.4863
C 3.5031 -3.4360 -6.1858
N 3.2608 0.3619 -3.2280
H 6.0155 0.5663 -4.0448
H 6.0093 -1.0253 -4.8004
H 5.7404 -0.8604 -3.0391
H 3.9243 0.3975 -5.0848
H 2.3769 -1.4958 -5.0419
H 3.2408 -2.2338 -3.6413
H 2.6775 -3.0175 -6.8101
H 3.0047 -4.1224 -5.5129
H 4.2217 -4.0767 -6.7504
H 2.2665 0.3185 -3.5131
H 3.3107 -0.1121 -2.3509
C 0.2045 -1.9346 6.1329
C 0.7744 -3.2443 5.6124
C 1.4660 -4.0440 6.6915
O 2.8186 -3.7421 6.7560
C 3.6629 -4.4353 5.8580
N -0.3622 -3.8830 4.9058
H 0.9518 -1.2803 6.6042
H -0.6002 -2.0929 6.8838
H -0.1268 -1.3391 5.3180
H 1.4589 -3.0344 4.7856
H 1.2398 -5.1048 6.4836
H 1.0490 -3.8490 7.6771
H 4.6724 -4.3971 6.3399
H 3.8254 -3.9007 4.9444
H 3.4082 -5.5106 5.7449
H -0.1268 -4.8120 4.4786
H -0.9730 -4.1776 5.6605
C 6.2022 1.4013 -0.5940
C 4.7161 1.4956 -0.0288
C 4.3288 0.1898 0.5951
O 4.0541 -0.8062 -0.3958
C 3.5331 -2.0111 0.0429
N 4.5773 2.4779 1.0690
H 6.8071 1.8815 0.1600
H 6.4724 1.8979 -1.5103
H 6.4459 0.3341 -0.6581
H 4.0501 1.7778 -0.8670
H 3.3950 0.3962 1.1753
H 5.1021 -0.2227 1.2812
H 4.4017 -2.5556 0.5962
H 3.2237 -2.6269 -0.8207
H 2.6354 -1.9256 0.6374
H 4.0430 3.2961 0.8196
H 5.4469 2.7947 1.4577
C -5.0538 -1.7938 -3.1251
C -4.9291 -0.9200 -1.8486
C -5.4106 -1.6391 -0.5485
O -6.7659 -2.0598 -0.5048
C -7.6780 -1.2395 0.1124
N -3.5262 -0.6137 -1.6359
H -4.5467 -1.3247 -3.9675
H -6.1227 -1.7927 -3.4110
H -4.6690 -2.7683 -2.9001
H -5.5674 -0.0161 -1.8607
H -5.1991 -0.9542 0.2822
H -4.7552 -2.5053 -0.4365
H -7.6032 -1.4051 1.1584
H -8.6362 -1.5522 -0.2904
H -7.5921 -0.1552 -0.1685
H -3.4766 -0.1873 -0.7152
H -3.0414 -1.5088 -1.5277
C 0.8407 0.8002 -0.7827
C -0.4103 0.8262 0.0840
C -0.0559 0.5972 1.5529
O 0.6749 -0.5867 1.7823
C 1.6387 -0.4868 2.8826
N -1.0394 2.1272 -0.0275
H 1.3086 1.7894 -0.6101
H 0.5581 0.6419 -1.8472
H 1.5380 0.0230 -0.5356
H -1.0438 0.0244 -0.3168
H -0.9334 0.7295 2.1708
H 0.6066 1.3932 1.7657
H 1.9992 0.5271 3.0188
H 2.4271 -1.2523 2.6880
H 1.2240 -0.8673 3.8234
H -0.9566 2.5116 -0.9857
H -2.0205 2.1555 0.2611

# 2
Molecular formula: C21H34F9N2O4
Method: DFT, ωB97M-V with the def2-TZVPD basis set

HOMO level   -0.17304 Ha
Net charge   -1
LUMO   2.72 eV

Positions of all 70 atoms, in Å:
C 7.1646 -0.6486 1.5694
C 6.5492 0.5250 0.7232
C 4.9945 0.7450 0.9655
C 4.2620 0.4118 -0.3764
C 2.7137 0.6458 -0.3625
C 1.9620 -0.1293 0.8136
N 0.9438 -0.9805 0.1675
C 0.3800 -2.0020 1.0508
C -0.9134 -2.5658 0.3153
O -0.8939 -2.3549 -1.1215
C -2.0176 -1.6087 -1.4380
C -3.4376 -2.2277 -1.5302
O -1.8752 -0.4372 -1.6141
C -0.2441 -1.4019 2.3950
O -0.4903 -2.1375 3.3609
O -0.5589 -0.1702 2.4519
C 1.3744 -3.1226 1.4789
F 0.7416 -4.2498 1.9506
F 2.1535 -2.7062 2.5427
C 2.3990 -3.6278 0.4025
F 3.1264 -4.6460 1.0143
F 3.3281 -2.7102 0.0303
C 1.8152 -4.2602 -0.9104
F 1.7296 -3.2601 -1.8316
F 0.6592 -4.9403 -0.7608
C 2.8350 -5.2964 -1.5603
F 4.0815 -4.8249 -1.6573
F 2.7624 -6.5158 -1.0049
F 2.3984 -5.4637 -2.8527
H 8.1851 -0.3396 1.8938
H 6.5429 -0.9028 2.4537
H 7.2347 -1.5666 0.9392
H 6.6972 0.2482 -0.3508
H 7.0873 1.4938 0.8486
H 4.6874 0.0332 1.7690
H 4.7705 1.7948 1.2522
H 4.6813 1.1212 -1.1410
H 4.5213 -0.6036 -0.7656
H 2.4964 1.7372 -0.3640
H 2.3264 0.2536 -1.3368
H 2.7560 -0.6815 1.3507
H 1.5577 0.6634 1.4771
H 0.1591 -0.3439 -0.0156
H -1.7933 -2.0040 0.7182
H -1.1040 -3.6357 0.5376
H -4.0532 -1.7870 -0.7189
H -3.8703 -1.8679 -2.4901
H -3.3488 -3.3312 -1.4814
C -6.5798 4.7458 -0.9919
C -5.7862 3.7025 -0.2158
N -4.6889 3.1311 -0.9750
C -4.1251 1.9289 -0.3667
C -3.4490 2.0705 0.9988
C -3.7197 4.0748 -1.5066
C -3.0125 5.0082 -0.5191
H -6.9214 4.3469 -1.9497
H -7.4612 5.0432 -0.4189
H -5.9939 5.6480 -1.1798
H -6.4815 2.8995 0.0482
H -5.4458 4.1447 0.7318
H -3.4174 1.4726 -1.0633
H -4.9332 1.1932 -0.2691
H -2.4798 2.5611 0.9222
H -3.2658 1.0808 1.4236
H -4.0663 2.6203 1.7130
H -4.2241 4.6972 -2.2535
H -2.9633 3.5300 -2.0785
H -3.7047 5.4750 0.1845
H -2.5184 5.8143 -1.0691
H -2.2390 4.4907 0.0464

# 3
Molecular formula: C2HFN2O2
Method: DFT, ωB97M-V with the def2-TZVPD basis set

HOMO level (alpha / beta)   -0.42374 / -0.41043 Ha
LUMO (alpha / beta)   -2.52 / -2.13 eV
Relative energy (zero: lowest compared OMol25 entry of this formula, charge and spin)   174.1 kcal per mole

Positions of all 8 atoms, in Å:
C -1.1920 0.0708 -0.9188
C 0.1562 -0.0202 -0.4582
N -2.2836 0.0743 -1.2026
N 0.4851 0.3321 1.0276
O 1.5853 0.8440 1.1717
O -0.3807 0.2229 1.8186
F 1.0642 0.4122 -1.3244
H 0.5654 -1.9362 -0.1139